[1]
The molecule C5H8O, computed with ωB97M-V/def2-TZVPD.

- ΔE to the lowest compared entry with this formula, charge and spin: 190.38 kJ/mol
- Lowest unoccupied orbital energy: 1.07 eV

```
14
Properties=species:S:1:pos:R:3:forces:R:3
O 0.764801 -1.888776 -0.345375 0.03 -0.04 -0.21
C 0.317547 -0.929780 0.579965 -0.09 0.05 0.29
C 1.058153 0.439685 0.574587 0.11 -0.01 0.03
C -0.232373 1.108948 0.127194 0.01 0.29 0.08
C -0.872712 0.448555 -1.056245 -0.12 -0.05 -0.19
C -1.005827 -0.191967 0.283438 -0.17 -0.18 0.07
H 0.969428 -1.428892 -1.169287 -0.03 -0.21 0.11
H 0.323775 -1.440464 1.546037 -0.01 0.20 -0.09
H 1.951671 0.529096 -0.059170 -0.22 -0.05 0.04
H 1.320259 0.733211 1.594674 0.04 -0.02 -0.14
H -0.557537 2.099674 0.427263 0.07 -0.14 -0.03
H -0.336961 -0.089807 -1.834925 0.18 0.29 0.04
H -1.740317 0.969929 -1.444550 -0.02 -0.10 0.13
H -1.959908 -0.359411 0.776394 0.21 -0.02 -0.14
```
Positions in Å, forces in eV/Å.



[2]
A cluster of 8 separate species, C37H39Cl2N7 in total, computed with ωB97M-V/def2-TZVPD.

- ⟨S²⟩: 0.7627
- Multiplicity: 2
- Charge: -1
- Lowest unoccupied orbital energy (spin up / spin down): 2.35 / 2.35 eV

```
85
Properties=species:S:1:pos:R:3:forces:R:3
Cl -19.364060 1.479890 -7.291200 0.31 0.48 0.02
C -20.367760 0.025210 -7.210250 -1.50 0.09 -0.60
C -21.736180 0.332120 -6.562320 0.60 -0.49 0.87
Cl -22.805470 1.449260 -7.485500 0.55 -0.09 0.21
H -19.785440 -0.763090 -6.733180 -0.40 0.02 0.12
H -20.570510 -0.257820 -8.243160 0.32 -0.26 0.07
H -21.616520 0.725680 -5.552920 0.11 0.43 -0.18
H -22.312860 -0.575000 -6.381530 0.12 -0.21 -0.50
N -21.982480 -0.029210 -2.856850 -2.24 1.54 -0.15
C -23.165690 -0.703050 -2.813890 1.23 0.02 1.08
C -24.420110 -0.149490 -2.547680 0.82 1.09 -0.37
C -24.502690 1.243430 -2.430590 0.54 -0.76 -0.16
C -23.315230 2.009190 -2.524000 -1.79 -0.89 -0.09
C -22.139940 1.334470 -2.745170 0.90 -1.19 0.10
H -23.050150 -1.776610 -2.791210 -0.05 -0.23 -0.45
H -25.294380 -0.775250 -2.445290 0.01 -0.05 -0.10
H -25.500570 1.628720 -2.281650 0.13 0.58 0.12
H -23.351600 3.085920 -2.448240 0.16 0.02 0.02
H -21.239140 1.929170 -2.781230 0.33 -0.13 -0.12
N -16.472500 1.735550 -11.428730 -1.42 -0.77 -0.44
C -17.666040 1.638250 -10.753880 0.52 -0.31 -1.71
C -18.797580 0.996170 -11.299760 1.78 -0.31 0.44
C -18.617070 0.257430 -12.486230 -0.97 0.70 -0.13
C -17.451310 0.328390 -13.211800 1.63 0.59 2.00
C -16.403870 1.096900 -12.612270 -0.96 0.15 -0.02
H -17.655510 2.120070 -9.787370 -0.29 -0.03 0.09
H -19.685630 0.915500 -10.690440 -0.23 0.05 -0.21
H -19.442300 -0.287720 -12.920040 -0.13 -0.27 0.32
H -17.220410 -0.348590 -14.020980 -0.23 0.32 -0.36
H -15.496430 1.259700 -13.174810 0.33 -0.17 0.07
N -21.418590 -2.010050 -12.234850 -1.11 -0.03 -0.09
C -22.086040 -0.917790 -12.634720 0.39 0.09 2.35
C -22.780910 -0.114550 -11.701870 -0.47 -1.16 0.67
C -22.917420 -0.556850 -10.345990 0.93 -0.70 -1.69
C -22.252780 -1.760660 -9.996520 -1.98 1.72 0.69
C -21.598490 -2.441400 -10.952360 2.41 -0.16 -2.46
H -21.987170 -0.582710 -13.656650 0.06 -0.14 -0.21
H -23.293250 0.743070 -12.112230 -0.08 0.28 0.37
H -23.496970 -0.051600 -9.587540 0.02 0.29 -0.24
H -22.323090 -2.161420 -8.996100 0.15 0.01 0.10
H -20.968890 -3.294350 -10.746250 -0.26 -0.30 0.42
N -19.504020 -3.019450 -8.275590 -0.22 0.92 0.52
C -19.603730 -4.389390 -8.480480 1.23 0.67 -0.58
C -18.538920 -5.136840 -8.993370 -3.02 0.09 0.75
C -17.331020 -4.529680 -9.242190 0.59 -1.44 -0.47
C -17.159590 -3.211250 -8.828550 -0.17 0.83 0.24
C -18.246230 -2.467100 -8.384950 1.28 -1.67 -0.44
H -20.603480 -4.729590 -8.254290 0.01 -0.72 -0.14
H -18.741070 -6.175610 -9.208980 0.20 -0.28 -0.03
H -16.539790 -5.178760 -9.587230 0.41 0.31 -0.08
H -16.122910 -2.915230 -8.892340 -0.04 1.03 0.20
H -18.038410 -1.450240 -8.086290 -0.44 0.37 0.10
N -22.066240 -4.439350 -4.532780 0.79 -0.63 -0.03
C -20.944380 -4.312140 -5.286310 -0.08 0.54 0.65
C -19.843580 -5.162420 -5.252640 -1.14 -0.60 0.53
C -19.973900 -6.243470 -4.383050 1.55 0.60 -0.52
C -21.078580 -6.408830 -3.600100 -0.44 -0.06 0.57
C -22.119070 -5.495340 -3.693830 0.31 0.53 -0.86
H -20.831160 -3.394610 -5.844620 -0.34 0.05 -0.44
H -18.967280 -5.014880 -5.866440 -0.08 0.19 -0.06
H -19.103840 -6.863240 -4.224030 -0.03 -0.39 -0.11
H -21.035570 -7.203260 -2.869740 -0.48 -0.08 0.10
H -23.010610 -5.577450 -3.089830 -0.11 -0.04 0.10
N -26.786400 -0.164120 -6.658790 0.76 -0.41 0.68
C -27.695180 -1.064720 -7.088660 0.62 1.00 0.22
C -27.421810 -2.378280 -7.412640 -0.20 0.52 1.03
C -26.138910 -2.802110 -7.115380 0.21 -0.39 -0.83
C -25.178290 -1.930910 -6.648720 0.03 1.25 0.32
C -25.517590 -0.566870 -6.394400 -1.65 -1.84 -1.12
H -28.695010 -0.657820 -7.123000 -0.22 -0.06 -0.35
H -28.245620 -3.012860 -7.704270 0.22 -0.24 -0.22
H -25.825860 -3.812040 -7.335490 -0.07 -0.19 0.08
H -24.192180 -2.354950 -6.529650 0.24 0.33 0.35
H -24.834500 0.170970 -6.000210 0.08 -0.02 -0.09
N -19.296430 4.742590 -1.901840 0.00 0.32 -0.85
C -19.559210 5.241520 -3.170910 0.60 -1.75 1.41
C -19.337370 4.506790 -4.313790 0.97 -2.37 0.23
C -18.723020 3.220480 -4.163220 -0.56 0.80 1.72
C -18.428460 2.736420 -2.852490 0.10 0.81 -1.76
C -18.740710 3.509790 -1.733990 -0.52 1.67 -2.01
H -19.943330 6.236270 -3.342100 -0.17 0.22 0.88
H -19.619320 4.842780 -5.300710 0.07 0.23 0.00
H -18.491750 2.580210 -5.001660 -0.04 0.16 -0.13
H -17.845230 1.828240 -2.814310 -0.24 -0.25 0.39
H -18.470230 3.189440 -0.738700 -0.26 0.12 0.18
```
Positions in Å, forces in eV/Å.



[3]
A structure of composition C19H25As2CrO3, computed with ωB97M-V/def2-TZVPD.

- ⟨S²⟩: 6.0203
- ΔE to the lowest compared entry with this formula, charge and spin: 0.00 kJ/mol
- Multiplicity: 5
- Charge: +1
- Lowest unoccupied orbital energy (spin up / spin down): -2.54 / -2.86 eV

```
50
Properties=species:S:1:pos:R:3:forces:R:3
Cr 0.134100 0.234622 -0.242703 0.01 -0.05 -0.04
C -1.196641 -3.386113 0.291120 0.04 -0.02 -0.01
As 0.379829 -2.320037 -0.079999 -0.03 0.01 0.04
C 1.660191 -3.055052 1.176436 -0.02 -0.04 -0.02
C 0.990181 -3.018458 -1.784881 0.00 0.02 -0.02
C 1.168107 -4.389124 -1.956553 0.00 -0.01 0.01
C 1.600784 -4.897575 -3.169566 0.00 -0.01 -0.01
C 1.860355 -4.037018 -4.227549 0.00 -0.01 0.00
C 1.686239 -2.672643 -4.066683 0.01 0.01 0.00
C 1.252170 -2.151663 -2.849857 0.00 0.00 0.01
As 1.018832 -0.231876 -2.643871 -0.02 0.02 0.04
C 2.748817 0.466010 -3.178746 -0.01 -0.03 -0.02
C -0.074378 0.234415 -4.177722 0.03 -0.02 -0.01
H -0.940439 -4.444241 0.280541 -0.02 0.00 0.00
H -1.958329 -3.187892 -0.459762 0.01 0.01 -0.01
H -1.580446 -3.113248 1.272391 0.01 0.01 0.00
H 1.692924 -4.138801 1.076405 0.02 0.00 0.02
H 1.351002 -2.789850 2.185889 -0.01 0.01 0.00
H 2.647611 -2.641636 0.983121 -0.01 0.01 -0.01
H 0.968909 -5.073389 -1.139893 0.00 0.01 0.01
H 1.735306 -5.963971 -3.291303 0.00 0.00 0.00
H 2.198420 -4.430060 -5.176938 0.00 0.00 0.00
H 1.894199 -2.014020 -4.901857 0.00 0.01 0.00
H 3.022466 0.070168 -4.155378 0.01 0.01 0.00
H 3.502621 0.180839 -2.447930 -0.01 -0.01 0.00
H 2.692527 1.551925 -3.229697 -0.02 0.00 0.01
H 0.407177 -0.105585 -5.092917 -0.01 0.01 -0.01
H -0.191177 1.316214 -4.210411 0.01 0.00 0.01
H -1.054431 -0.229358 -4.089204 0.01 -0.01 0.02
C -2.869898 3.051882 6.279085 0.00 -0.01 0.00
O -2.385783 2.004753 5.440935 0.02 0.01 -0.01
C -1.907480 2.313608 4.230422 -0.04 -0.03 0.02
C -1.856240 3.633501 3.728161 0.01 0.01 0.01
C -1.348792 3.837080 2.480334 0.00 0.00 0.00
C -0.874577 2.784358 1.655351 -0.03 0.01 0.00
C -0.373623 3.066236 0.354498 0.01 -0.03 0.01
C -0.278197 4.454024 -0.209494 0.00 0.02 -0.03
O 0.018230 2.171448 -0.455444 0.00 0.05 0.01
C -0.945660 1.446674 2.181113 0.01 0.01 0.04
O -0.550708 0.387923 1.525313 0.02 -0.02 -0.04
C -1.458891 1.254477 3.465812 0.02 0.02 -0.04
H -3.199779 2.566187 7.191449 0.00 0.01 0.00
H -3.712685 3.565496 5.814718 0.00 0.00 0.00
H -2.077254 3.764099 6.511764 0.00 0.00 0.00
H -2.206810 4.469994 4.311631 0.00 0.00 0.00
H -1.321885 4.851430 2.113668 0.00 0.00 -0.01
H -0.340804 5.255865 0.514786 0.01 -0.01 0.02
H -1.081982 4.575958 -0.938801 -0.01 0.01 0.01
H 0.663348 4.531881 -0.750613 -0.01 -0.01 -0.01
H -1.507456 0.250545 3.862827 0.00 0.00 0.00
```
Positions in Å, forces in eV/Å.



[4]
A structure of composition C41H54N10O6PbS2Si2Te, computed with ωB97M-V/def2-TZVPD.

- ΔE to the lowest compared entry with this formula, charge and spin: 382.27 kJ/mol
- Lowest unoccupied orbital energy: -0.65 eV

```
117
Properties=species:S:1:pos:R:3:forces:R:3
Pb -0.222656 -0.573561 -0.774336 0.02 0.14 -0.19
C 3.337589 -3.795282 0.816221 -0.04 -0.02 0.05
C 2.473544 -2.843175 0.047371 -0.07 0.06 0.00
N 1.464124 -2.242307 0.553791 0.08 -0.12 -0.07
N 1.164841 -2.403727 1.855159 0.28 -0.12 0.11
C -0.018911 -1.769705 2.362568 -0.13 0.16 0.05
N -0.282080 -2.397536 3.634465 -0.12 -0.04 0.14
S -1.469418 -1.861299 1.301041 -0.06 -0.02 0.04
C 2.792469 -2.496723 -1.360168 0.13 -0.08 0.01
C 4.044471 -2.757218 -1.906583 -0.10 0.05 -0.05
C 4.294171 -2.381496 -3.218145 -0.05 -0.01 0.00
C 3.293786 -1.765392 -3.946695 0.02 -0.01 0.00
C 2.077141 -1.537881 -3.319663 0.04 0.05 -0.15
N 1.835129 -1.890027 -2.066280 -0.10 -0.03 0.14
H 2.730074 -4.488797 1.401665 -0.02 0.00 0.01
H 3.956693 -4.397821 0.159705 0.01 -0.01 -0.03
H 3.987894 -3.257261 1.509588 0.01 0.02 0.04
H 1.363516 -3.288389 2.311635 -0.05 0.03 -0.08
H -0.043756 -1.859032 4.455053 0.04 -0.05 -0.03
H -1.248054 -2.695752 3.679468 0.04 0.03 0.02
H 4.821303 -3.216778 -1.315887 0.04 -0.02 0.02
H 5.263255 -2.567764 -3.660172 0.04 0.00 -0.01
H 3.436553 -1.456883 -4.972478 0.01 0.00 -0.03
H 1.250390 -1.055513 -3.823531 -0.03 0.03 -0.05
N 4.261495 6.555808 -0.903070 0.12 0.09 -0.05
C 3.327124 5.859680 -0.170123 -0.05 -0.08 0.01
C 2.122268 6.466463 0.200480 -0.04 -0.02 0.03
C 1.198939 5.784832 0.965783 -0.02 0.04 -0.07
C 1.470723 4.486090 1.373322 0.06 -0.06 -0.04
C 2.665649 3.874077 1.021661 0.07 0.07 -0.02
C 3.588893 4.552336 0.253089 -0.06 0.01 0.05
S 0.293146 3.601621 2.310012 0.03 -0.14 0.20
O 1.088556 2.660591 3.168151 0.00 0.00 0.13
O -0.498391 4.551357 3.039090 0.10 0.12 0.13
N -0.500853 2.540295 1.462444 0.01 0.18 -0.06
C -1.210610 2.880599 0.358883 -0.08 -0.02 0.13
N -1.391945 4.170248 0.058804 -0.04 0.09 -0.08
C -2.118600 4.423839 -1.021077 -0.08 -0.06 -0.11
C -2.680025 3.427809 -1.801459 0.02 0.01 0.04
C -2.415359 2.122191 -1.419163 -0.05 0.06 -0.05
N -1.677829 1.838892 -0.348333 0.00 -0.13 -0.12
H 3.945466 7.364364 -1.410329 -0.01 -0.03 0.00
H 4.972789 6.021338 -1.370903 -0.01 0.00 -0.01
H 1.916054 7.479933 -0.118254 -0.01 0.04 -0.01
H 0.261139 6.242019 1.241967 -0.04 0.02 0.03
H 2.874585 2.867123 1.345838 0.00 -0.06 0.03
H 4.517217 4.068234 -0.021286 0.04 -0.02 -0.02
H -2.257875 5.471364 -1.265154 0.00 0.03 -0.01
H -3.278566 3.646506 -2.670980 -0.02 0.02 -0.04
H -2.781601 1.276523 -1.993257 -0.04 -0.01 -0.03
O -2.962754 -0.215112 -3.484938 -0.11 -0.06 0.02
C -1.813820 -0.188143 -3.931736 -0.10 0.09 -0.10
O -0.737041 -0.208615 -3.260719 0.19 0.01 0.03
C -1.635832 -0.104115 -5.442210 0.09 -0.03 -0.02
C -2.728534 -0.232374 -6.291240 0.02 0.00 0.04
C -2.568234 -0.184884 -7.669528 0.02 0.00 -0.04
C -1.310895 -0.002628 -8.224077 -0.04 0.01 0.10
C -0.238033 0.126281 -7.358458 0.07 0.01 -0.04
C -0.372030 0.082477 -5.985244 -0.15 -0.03 0.00
N 1.110989 0.302096 -7.923207 -0.09 -0.02 0.02
O 1.202912 0.496178 -9.118092 0.07 0.01 -0.03
O 2.056866 0.234986 -7.160677 0.07 0.02 -0.02
H -3.702841 -0.373240 -5.844057 -0.02 -0.01 0.02
H -3.425112 -0.295450 -8.319469 -0.03 0.00 -0.01
H -1.154587 0.039144 -9.290984 0.01 0.00 -0.01
H 0.484399 0.199641 -5.342177 0.02 0.01 -0.01
C -1.151522 2.849131 5.802868 -0.13 -0.08 -0.05
Si -2.271100 2.036488 4.539950 -0.04 0.01 -0.13
C -3.493355 0.951854 5.474273 0.10 0.08 -0.05
C -3.266060 3.205230 3.479519 -0.02 -0.13 0.06
C -1.452042 0.716000 3.421374 -0.11 0.11 -0.19
Te 0.517419 0.447495 2.663902 0.28 -0.67 0.42
C 1.420607 0.122315 4.583787 0.10 0.12 0.04
Si 2.762646 1.042589 5.609013 0.01 0.10 -0.06
C 3.422480 2.659042 4.952270 0.05 -0.16 0.14
C 1.958983 1.314145 7.281045 0.07 -0.07 -0.11
C 4.205985 -0.141476 5.860706 -0.10 0.06 -0.06
H -1.437534 3.890733 5.932752 -0.06 0.11 0.02
H -0.106686 2.848920 5.516030 0.19 0.01 -0.13
H -1.259189 2.342486 6.764450 0.03 0.01 0.02
H -4.146020 1.573379 6.086991 -0.06 0.06 0.07
H -2.982433 0.255808 6.139915 0.05 -0.07 0.05
H -4.125707 0.374989 4.800926 -0.04 -0.04 -0.08
H -3.841623 3.875282 4.120477 -0.04 0.03 0.05
H -3.977666 2.627998 2.884121 -0.02 -0.02 -0.02
H -2.663074 3.815373 2.816889 0.06 0.04 -0.04
H -2.041109 0.651572 2.502369 0.00 0.00 0.05
H -1.552619 -0.260623 3.908023 0.03 0.05 -0.04
H 1.737186 -0.921576 4.541511 0.01 -0.04 -0.03
H 0.509873 0.176220 5.189485 -0.01 -0.04 0.04
H 2.678178 3.447466 4.958915 -0.12 0.08 0.01
H 3.819528 2.588006 3.941687 0.03 -0.04 -0.10
H 4.242434 2.943576 5.617825 0.04 0.05 -0.01
H 1.062940 1.924284 7.210091 -0.09 0.07 -0.01
H 2.654426 1.820833 7.949992 0.07 0.03 0.05
H 1.687676 0.364794 7.745661 -0.02 -0.06 0.02
H 5.025249 0.058036 5.171998 0.04 0.01 -0.07
H 3.923864 -1.188037 5.749092 -0.04 -0.07 0.00
H 4.591735 -0.015551 6.872204 0.04 0.02 0.08
C 1.742369 1.894249 -1.515625 -0.02 0.12 0.02
C 2.853532 1.138661 -0.837273 0.08 0.03 -0.05
C 4.067028 1.037123 -1.502906 0.00 0.00 0.00
C 5.167377 0.429169 -0.925619 -0.02 0.00 0.05
C 5.039638 -0.064615 0.359201 0.02 0.03 0.00
C 3.837688 0.001248 1.056332 0.11 -0.05 0.01
C 3.803508 -0.506931 2.458789 0.02 -0.03 0.13
C 2.705583 0.574976 0.457861 -0.15 0.13 -0.19
N 1.391105 0.621852 0.931886 -0.34 -0.05 0.15
H 2.165191 2.686699 -2.134186 0.00 0.03 -0.01
H 1.069348 2.349468 -0.789015 0.03 -0.02 -0.02
H 1.145427 1.273208 -2.190295 0.00 -0.02 -0.06
H 4.143042 1.468188 -2.493915 0.01 0.02 -0.04
H 6.107884 0.363477 -1.454423 0.03 -0.01 -0.02
H 5.893149 -0.514491 0.852970 0.03 -0.02 0.01
H 4.762061 -0.948505 2.730476 0.02 -0.02 0.01
H 3.027977 -1.257910 2.614287 -0.02 0.03 0.00
H 3.628116 0.314903 3.150923 -0.03 0.06 0.09
```
Positions in Å, forces in eV/Å.



[5]
The molecule C5H6ClNO, computed with ωB97M-V/def2-TZVPD.

- ΔE to the lowest compared entry with this formula, charge and spin: 254.79 kJ/mol
- Lowest unoccupied orbital energy: 0.69 eV

```
14
Properties=species:S:1:pos:R:3:forces:R:3
O -1.776751 1.754272 1.476820 0.26 0.73 0.12
C -1.241711 1.133463 0.613478 -2.47 -2.55 0.63
C -0.521623 1.330442 -0.669530 1.28 1.54 -2.84
C -0.373866 -0.162592 -0.727862 2.37 -2.94 -0.73
C 1.061769 -0.846224 -0.445724 -1.11 -2.61 -2.31
C 1.727663 -1.120794 0.682933 -0.05 0.47 -1.34
Cl 1.388372 -0.073731 2.040881 0.78 -0.70 0.32
N -1.144165 -0.288645 0.464844 -2.33 0.45 1.97
H -0.913120 1.645310 -1.736090 0.03 0.17 2.72
H 0.388831 1.894643 -0.440012 0.07 -0.15 -0.42
H -0.850537 -0.598991 -1.690886 1.02 0.37 1.60
H 1.312505 -1.632883 -1.262826 -0.22 1.59 1.13
H 2.519518 -1.941183 0.633737 -1.04 1.57 0.88
H -1.576884 -1.093086 1.060236 1.42 2.05 -1.73
```
Positions in Å, forces in eV/Å.